--- 1 ---
Below is an isolated ion of composition C4H10NO and charge +1, with properties calculated with ωB97M-V/def2-TZVPD.

Properties
Gap between HOMO and LUMO (alpha / beta) ... 8.32 / 8.45 eV
E_HOMO (alpha / beta) ... -12.15 / -12.17 eV
Total charge ... +1

Last column: natural (NBO) charge in e.
Element x y z (Å)
C 1.882 -1.176 -0.040  -0.110
C 0.509 0.541 0.212  0.338
C 0.174 1.960 -0.121  -0.685
C -1.467 -0.864 -0.419  -0.432
N -0.622 -0.306 0.671  -0.536
O 1.614 0.044 -0.127  -0.271
H 2.890 -1.462 -0.277  0.207
H 1.201 -1.946 0.277  0.142
H 1.098 2.535 -0.155  0.270
H -0.473 2.407 0.633  0.230
H -0.311 2.062 -1.095  0.230
H -1.910 -0.046 -0.983  0.243
H -0.861 -1.468 -1.092  0.240
H -2.262 -1.482 -0.007  0.243
H -0.252 -1.078 1.246  0.438
H -1.209 0.280 1.276  0.454

--- 2 ---
Below is a 2-piece molecular cluster, C4H10NO overall, with properties calculated with ωB97M-V/def2-TZVPD.

Properties
Gap between HOMO and LUMO ... 9.68 eV
E_HOMO ... -14.43 eV
Total charge ... +1

Last column: natural (NBO) charge in e.
Element x y z (Å)
C -1.374 1.316 1.110  -0.665
C -0.765 0.497 0.004  0.114
C -1.347 0.165 -1.131  -0.325
C 0.654 -0.887 1.319  0.119
N 0.517 -0.156 0.301  -0.408
H -1.209 0.945 2.113  0.225
H -2.449 1.272 0.985  0.254
H -1.095 2.357 0.956  0.257
H -0.819 -0.334 -1.931  0.224
H -2.370 0.430 -1.349  0.239
H 1.589 -1.411 1.501  0.227
H -0.146 -0.998 2.035  0.224
H 1.264 -0.124 -0.426  0.476
H 2.263 -1.619 -2.280  0.508
H 3.076 -0.686 -1.391  0.490
O 2.210 -0.767 -1.815  -0.959

--- 3 ---
Below is an isolated ion of composition C4H10NO and charge +1, with properties calculated with ωB97M-V/def2-TZVPD.

Properties
Gap between HOMO and LUMO ... 6.39 eV
E_HOMO ... -14.17 eV
Total charge ... +1

Last column: natural (NBO) charge in e.
Element x y z (Å)
C 1.572 0.392 -0.176  -0.372
C 0.277 0.331 -0.926  0.353
C -0.593 -0.823 -0.690  -0.572
C -1.943 -0.339 -0.015  -0.020
O -1.797 0.481 1.122  -0.667
N 1.683 0.263 1.253  -0.819
H 2.268 -0.353 -0.603  0.344
H 1.992 1.398 -0.331  0.260
H -1.198 1.210 0.944  0.462
H 0.590 0.641 -1.933  0.238
H -0.921 -1.252 -1.637  0.289
H -0.139 -1.564 -0.036  0.277
H -2.461 0.242 -0.796  0.188
H 1.191 -0.468 1.732  0.394
H -2.495 -1.219 0.303  0.233
H 1.973 1.062 1.790  0.413

We find 2 to be the most stable, with the next structure 273.4 kJ/mol higher.

--- 1 ---
Below is one molecule with the formula CH4N2O2, with properties calculated with ωB97M-V/def2-TZVPD.

Properties
Gap between HOMO and LUMO (alpha / beta) ... 8.25 / 8.24 eV
E_HOMO (alpha / beta) ... -8.69 / -8.69 eV
Total charge ... 0

Last column: natural (NBO) charge in e.
Element x y z (Å)
C 1.164 -0.390 0.106  -0.458
N -0.071 0.170 0.354  -0.095
O -0.395 1.434 -0.103  -0.533
N -1.404 -0.839 -0.027  0.280
O -2.365 -0.156 -0.187  -0.301
H 1.045 -1.385 -0.290  0.223
H 1.865 -0.400 0.981  0.213
H 1.489 0.282 -0.822  0.204
H -1.328 1.284 -0.012  0.467

--- 2 ---
Below is one molecule with the formula CH4N2O2, with properties calculated with ωB97M-V/def2-TZVPD.

Properties
Gap between HOMO and LUMO ... 9.40 eV
E_HOMO ... -8.73 eV
Total charge ... 0

Last column: natural (NBO) charge in e.
Element x y z (Å)
O 0.643 1.500 1.662  -0.541
N -0.232 0.649 0.955  -0.163
C 0.218 0.223 -0.181  0.161
N -0.252 -0.774 -0.969  -0.334
O -1.243 -1.243 -0.130  -0.541
H 1.219 1.838 0.993  0.428
H 1.009 0.779 -0.571  0.126
H -0.370 -0.733 -2.049  0.394
H -0.992 -2.239 0.291  0.470

--- 3 ---
Below is one molecule with the formula CH4N2O2, with properties calculated with ωB97M-V/def2-TZVPD.

Properties
Gap between HOMO and LUMO ... 11.20 eV
E_HOMO ... -10.32 eV
Total charge ... 0

Last column: natural (NBO) charge in e.
Element x y z (Å)
N -1.660 0.269 0.331  -0.670
N -0.592 -0.466 -0.299  -0.226
O 0.665 -0.386 0.427  -0.394
C 1.594 0.196 -0.332  0.618
O 2.686 0.233 0.150  -0.549
H -1.748 0.030 1.347  0.360
H -1.475 1.281 0.062  0.371
H -0.877 -1.521 -0.323  0.357
H 1.407 0.364 -1.362  0.133

--- 4 ---
Below is a 2-piece molecular cluster, CH4N2O2 overall, with properties calculated with ωB97M-V/def2-TZVPD.

Properties
Gap between HOMO and LUMO ... 10.90 eV
E_HOMO ... -10.01 eV
Total charge ... 0

Last column: natural (NBO) charge in e.
Element x y z (Å)
N -3.041 -1.523 0.710  -0.096
N -2.740 -0.583 0.208  0.435
O -2.405 0.405 -0.306  -0.340
C 1.423 0.183 -0.509  -0.266
O 0.657 0.097 0.678  -0.736
H 1.583 1.268 -0.698  0.175
H 1.102 -0.604 -1.281  0.206
H 2.450 -0.017 -0.082  0.159
H 0.970 0.775 1.280  0.463

We find 3 to be the most stable, with the next structure 12.1 kJ/mol higher.

--- 1 ---
Below is a 2-piece molecular cluster, CH4N2O2 overall, with properties calculated with ωB97M-V/def2-TZVPD.

Properties
Gap between HOMO and LUMO ... 11.41 eV
E_HOMO ... -10.58 eV
Total charge ... 0

Last column: natural (NBO) charge in e.
Element x y z (Å)
N 1.393 2.193 0.656  -0.097
N 0.979 2.123 -0.366  0.441
O 0.495 2.039 -1.414  -0.344
C -0.845 -1.041 0.246  -0.243
O 0.491 -0.707 -0.046  -0.740
H -1.259 -1.753 -0.497  0.165
H -1.381 -0.056 0.020  0.178
H -1.045 -1.314 1.247  0.169
H 1.172 -1.483 0.154  0.471

--- 2 ---
Below is a 2-piece molecular cluster, CH4N2O2 overall, with properties calculated with ωB97M-V/def2-TZVPD.

Properties
Gap between HOMO and LUMO (alpha / beta) ... 9.46 / 9.46 eV
E_HOMO (alpha / beta) ... -9.87 / -9.87 eV
Total charge ... 0

Last column: natural (NBO) charge in e.
Element x y z (Å)
C 1.197 -0.626 -0.326  -0.267
N -1.921 0.914 0.838  -0.390
N -1.139 0.696 -0.060  0.555
O -0.933 0.911 -1.173  -0.256
O 0.302 -0.373 0.666  -0.573
H 2.131 -0.400 0.169  0.196
H 1.029 0.178 -0.949  0.191
H 1.078 -1.703 -0.840  0.153
H -1.744 0.404 1.675  0.393

--- 3 ---
Below is a 2-piece molecular cluster, CH4N2O2 overall, with properties calculated with ωB97M-V/def2-TZVPD.

Properties
Gap between HOMO and LUMO (alpha / beta) ... 8.30 / 8.31 eV
E_HOMO (alpha / beta) ... -9.84 / -9.84 eV
Total charge ... 0

Last column: natural (NBO) charge in e.
Element x y z (Å)
C 1.068 -0.668 -0.236  0.449
N -1.664 0.339 0.209  -0.520
N 0.602 0.522 -0.519  -0.254
O 0.371 -1.666 -0.246  -0.599
O -0.729 0.837 -0.710  -0.206
H 2.233 -0.817 -0.030  0.141
H -1.916 -0.654 0.037  0.361
H -1.332 0.237 1.254  0.341
H 1.366 1.870 0.241  0.286

--- 4 ---
Below is a 2-piece molecular cluster, CH4N2O2 overall, with properties calculated with ωB97M-V/def2-TZVPD.

Properties
Gap between HOMO and LUMO ... 10.01 eV
E_HOMO ... -9.96 eV
Total charge ... 0

Last column: natural (NBO) charge in e.
Element x y z (Å)
H -1.278 1.312 -0.767  0.355
N -1.163 0.452 -0.096  -0.333
N -2.142 0.292 0.623  -0.263
H -2.112 -0.664 1.127  0.307
O 1.806 1.120 -0.669  -0.620
C 1.989 -0.039 -0.403  0.654
O 1.244 -0.819 0.284  -0.714
H 2.995 -0.449 -0.685  0.100
H 0.183 -0.604 0.396  0.514

We find 4 to be the most stable, with the next structure 44.5 kJ/mol higher.

--- 1 ---
Below is one molecule with the formula C3H9N3O2, with properties calculated with ωB97M-V/def2-TZVPD.

Properties
Gap between HOMO and LUMO ... 8.12 eV
E_HOMO ... -7.63 eV
Total charge ... 0

Last column: natural (NBO) charge in e.
Element x y z (Å)
C 0.283 -0.486 -1.433  -0.406
C 0.571 -1.333 1.402  -0.447
N -0.530 0.179 -0.377  -0.014
N -1.757 0.508 -0.904  -0.816
N -0.633 -0.668 0.926  -0.490
C -0.089 1.620 0.044  0.921
O 1.146 1.833 -0.442  -0.691
O -0.662 2.352 0.790  -0.558
H 1.423 2.713 -0.139  0.508
H -2.319 0.935 -0.169  0.331
H -1.432 -1.255 0.695  0.373
H 0.325 0.166 -2.300  0.241
H -0.272 -1.379 -1.706  0.231
H 1.289 -0.680 -1.076  0.209
H 0.370 -1.659 2.426  0.225
H 1.411 -0.638 1.452  0.206
H 0.874 -2.206 0.812  0.177

--- 2 ---
Below is a 2-piece molecular cluster, C3H9N3O2 overall, with properties calculated with ωB97M-V/def2-TZVPD.

Properties
Gap between HOMO and LUMO ... 9.77 eV
E_HOMO ... -9.45 eV
Total charge ... 0

Last column: natural (NBO) charge in e.
Element x y z (Å)
C 1.671 0.676 0.282  -0.648
C 0.466 1.517 0.472  -0.483
C -0.948 0.677 0.153  0.703
N -1.384 0.845 -1.115  -0.827
O -1.625 0.218 1.049  -0.662
H 2.563 1.225 -0.010  0.214
H 1.336 -0.155 -0.519  0.240
H 1.857 -0.007 1.104  0.204
H 0.324 1.818 1.509  0.220
H 0.449 2.387 -0.184  0.208
H -2.255 0.400 -1.375  0.395
H -0.713 0.944 -1.854  0.398
N -0.308 -2.267 0.602  -0.575
N 0.091 -1.518 -0.424  0.223
O -0.104 -1.989 -1.547  -0.395
H -0.955 -3.026 0.405  0.372
H -0.466 -1.746 1.455  0.412

We find 2 to be the most stable, with the next structure 133.4 kJ/mol higher.

--- 1 ---
Below is one molecule with the formula C3H9N3O2, with properties calculated with ωB97M-V/def2-TZVPD.

Properties
Gap between HOMO and LUMO (alpha / beta) ... 6.91 / 6.95 eV
E_HOMO (alpha / beta) ... -7.96 / -7.98 eV
Total charge ... 0

Last column: natural (NBO) charge in e.
Element x y z (Å)
C -1.571 0.794 0.056  -0.673
C -0.537 -0.331 0.287  0.410
N -1.131 -1.605 -0.092  -0.864
O 0.003 -0.316 1.510  -0.826
H -2.143 -1.604 -0.059  0.363
H -0.779 -2.325 0.528  0.374
H -2.067 0.732 -0.918  0.193
H -2.328 0.695 0.835  0.235
H -1.098 1.769 0.177  0.217
N 2.463 0.423 0.726  -0.381
C 0.723 -0.052 -0.687  0.128
O 0.509 0.459 -1.967  -0.688
N 1.455 0.897 0.130  0.076
H -0.266 1.033 -1.951  0.483
H 2.602 -0.587 0.796  0.389
H 2.899 1.011 1.428  0.401
H 1.268 -0.994 -0.799  0.164

--- 2 ---
Below is one molecule with the formula C3H9N3O2, with properties calculated with ωB97M-V/def2-TZVPD.

Properties
Gap between HOMO and LUMO ... 9.51 eV
E_HOMO ... -8.94 eV
Total charge ... 0

Last column: natural (NBO) charge in e.
Element x y z (Å)
H -1.052 2.033 0.414  0.360
N -0.776 1.284 -0.216  -0.835
C -1.573 0.241 -0.117  0.575
N -2.922 0.302 0.203  -0.818
N -0.992 -1.011 -0.113  -0.336
O 0.372 -0.967 -0.680  -0.383
C 1.297 -0.918 0.419  -0.105
C 2.480 0.041 0.002  -0.076
O 2.074 1.352 -0.117  -0.745
H -3.537 -0.397 -0.052  0.380
H -3.235 1.212 -0.138  0.395
H -1.594 -1.702 -0.580  0.368
H 0.633 -0.601 1.316  0.195
H 1.647 -1.929 0.717  0.172
H 3.348 0.050 0.639  0.189
H 2.644 -0.321 -1.026  0.155
H 1.185 1.333 -0.673  0.509

--- 3 ---
Below is C3H9N3O2 as an isolated structure, with properties calculated with ωB97M-V/def2-TZVPD.

Properties
Gap between HOMO and LUMO (alpha / beta) ... 8.97 / 8.97 eV
E_HOMO (alpha / beta) ... -8.20 / -8.20 eV
Total charge ... 0

Last column: natural (NBO) charge in e.
Element x y z (Å)
C 2.345 0.176 0.225  -0.245
N -0.256 -0.108 -0.838  -0.082
C -0.176 -0.531 0.436  0.446
N -2.187 1.584 -0.099  -0.477
N -0.202 -1.027 -1.805  -0.572
C -0.699 -0.715 1.626  -0.486
O 1.471 -0.897 0.407  -0.615
O -1.986 0.304 -0.484  -0.387
H -1.753 2.247 -0.739  0.337
H -1.885 1.747 0.861  0.328
H -0.120 -0.632 -2.730  0.395
H -0.537 -1.966 -1.606  0.382
H 3.372 -0.174 0.373  0.188
H 2.282 0.589 -0.792  0.154
H 2.142 0.992 0.936  0.157
H -0.047 -0.946 2.452  0.244
H -1.764 -0.646 1.776  0.234

We find 2 to be the most stable, with the next structure 66.6 kJ/mol higher.

--- 1 ---
Below is a 2-piece molecular cluster, C3H9N3O2 overall, with properties calculated with ωB97M-V/def2-TZVPD.

Properties
Gap between HOMO and LUMO ... 10.42 eV
E_HOMO ... -9.86 eV
Total charge ... 0

Last column: natural (NBO) charge in e.
Element x y z (Å)
N 2.388 -0.152 0.962  -0.846
C 2.377 0.414 -0.287  0.773
N 1.560 1.535 -0.434  -0.842
O 3.076 0.032 -1.197  -0.626
H 1.512 -0.255 1.448  0.376
H 2.963 -0.972 1.060  0.400
H 1.428 1.680 -1.418  0.397
H 0.712 1.543 0.115  0.370
N -2.475 -0.017 0.963  -0.838
C -1.923 -0.136 -0.389  -0.341
C -0.728 -1.050 -0.417  0.425
O -0.227 -1.438 -1.431  -0.488
H -3.245 0.633 0.969  0.368
H -2.810 -0.908 1.294  0.357
H -1.595 0.866 -0.686  0.213
H -2.666 -0.429 -1.136  0.203
H -0.348 -1.345 0.583  0.098

--- 2 ---
Below is a 2-piece molecular cluster, C3H9N3O2 overall, with properties calculated with ωB97M-V/def2-TZVPD.

Properties
Gap between HOMO and LUMO (alpha / beta) ... 8.93 / 8.82 eV
E_HOMO (alpha / beta) ... -8.51 / -8.49 eV
Total charge ... 0

Last column: natural (NBO) charge in e.
Element x y z (Å)
C 0.708 -1.467 0.226  -0.413
C 2.589 0.119 -0.548  -0.487
C -2.702 1.003 0.502  -0.305
N -2.269 -1.366 0.235  -0.028
N 1.159 -0.144 -0.199  -0.179
N 0.198 0.694 -0.488  0.192
O 0.533 1.810 -0.998  -0.478
O -2.803 -0.292 -0.113  -0.283
H 0.968 -2.138 -0.669  0.200
H 1.298 -1.667 1.128  0.200
H -0.307 -1.316 0.378  0.241
H 3.059 -0.896 -0.352  0.223
H 2.599 0.762 -1.514  0.265
H 2.952 0.756 0.308  0.220
H -2.258 0.906 1.581  0.193
H -3.696 1.505 0.530  0.204
H -2.030 1.732 -0.005  0.234

--- 3 ---
Below is a 2-piece molecular cluster, C3H9N3O2 overall, with properties calculated with ωB97M-V/def2-TZVPD.

Properties
Gap between HOMO and LUMO ... 9.96 eV
E_HOMO ... -9.13 eV
Total charge ... 0

Last column: natural (NBO) charge in e.
Element x y z (Å)
H -1.972 0.157 -1.369  0.265
N -1.150 -0.481 -1.243  -0.309
N -0.117 -0.129 -1.765  -0.102
C -0.009 1.087 -2.501  -0.488
H -0.976 1.591 -2.649  0.173
H 0.469 0.868 -3.455  0.220
H 0.661 1.734 -1.932  0.244
C -0.827 -0.761 2.197  -0.404
N 0.432 -0.888 1.489  -0.665
C 1.016 0.244 0.988  0.890
O 0.524 1.338 1.021  -0.630
O 2.267 0.048 0.518  -0.679
H -0.660 -0.171 3.097  0.206
H -1.585 -0.257 1.579  0.200
H -1.180 -1.752 2.468  0.203
H 0.578 -1.753 0.991  0.394
H 2.529 -0.876 0.566  0.481

--- 4 ---
Below is C3H9N3O2 as an isolated structure, with properties calculated with ωB97M-V/def2-TZVPD.

Properties
Gap between HOMO and LUMO ... 9.49 eV
E_HOMO ... -9.63 eV
Total charge ... 0

Last column: natural (NBO) charge in e.
Element x y z (Å)
C 1.574 -1.389 0.844  -0.672
C 1.196 0.111 1.083  -0.055
C 1.194 0.422 2.678  -0.626
H 0.745 -1.981 1.343  0.214
H 1.934 -2.055 -0.168  0.263
H 2.499 -1.726 1.621  0.231
H 2.147 0.677 0.851  0.197
H 2.230 0.503 2.823  0.220
H 0.529 -0.302 3.242  0.215
H 0.868 1.472 3.028  0.222
H -1.015 0.992 1.432  0.404
H -1.505 1.192 -2.478  0.505
N -0.073 0.865 0.622  -0.444
N -0.558 0.214 -0.664  0.142
N -1.431 -0.776 -0.989  0.204
O -0.555 1.268 -1.725  -0.582
O -1.667 -0.737 -2.288  -0.437

We find 1 to be the most stable, with the next structure 128.3 kJ/mol higher.